{
  "formula": "C5H7NO",
  "method": "ωB97M-V/def2-TZVPD",
  "total_charge": 0,
  "e_lumo_ev": 0.862,
  "fmax_ev_per_a": 0.952,
  "molar_mass_g_mol": 97.1,
  "relative_energy_kcal_mol": 45.2,
  "homo_energy_ev": -8.83,
  "elements": ["C", "N", "C", "C", "C", "C", "O", "H", "H", "H", "H", "H", "H", "H"],
  "coordinates": [[1.5947, -1.0155, 0.7516], [0.3780, -1.2891, 0.5426], [-0.5936, -0.3033, 0.9775], [-1.3676, 0.2668, -0.2185], [-0.5191, 0.7157, -1.3894], [0.7554, 1.0290, -1.3516], [1.8933, 1.3080, -1.3435], [2.3695, -1.7003, 0.4056], [1.9296, -0.0953, 1.2547], [-0.1234, 0.5140, 1.5532], [-1.3126, -0.8019, 1.6387], [-1.9782, 1.1041, 0.1457], [-2.0632, -0.4936, -0.5875], [-0.9628, 0.7613, -2.3791]],
  "atomic_forces_ev_per_a": [[-0.2, -0.1, 0.0], [0.4, 0.1, 0.1], [-0.1, 0.1, 0.0], [-0.1, 0.0, 0.1], [0.2, 0.1, 0.0], [0.5, 0.2, 0.0], [-0.9, -0.2, 0.0], [-0.1, 0.0, 0.1], [-0.1, -0.1, -0.1], [0.0, -0.1, -0.1], [0.1, 0.1, -0.1], [0.1, -0.2, -0.1], [0.1, 0.1, 0.0], [0.1, 0.1, 0.1]]
}

=====

{
  "formula": "C3H5N3O",
  "method": "ωB97M-V/def2-TZVPD",
  "total_charge": 0,
  "e_lumo_ev": 0.672,
  "fmax_ev_per_a": 6.544,
  "molar_mass_g_mol": 99.1,
  "relative_energy_kcal_mol": 131.9,
  "homo_energy_ev": -9.66,
  "elements": ["H", "N", "C", "C", "N", "C", "N", "O", "H", "H", "H", "H"],
  "coordinates": [[2.6581, -0.8605, -0.2473], [2.0656, -0.0805, -0.0300], [0.8529, -0.2878, 0.0606], [-0.0198, -1.5259, -0.0809], [-1.4656, -1.1041, -0.1540], [-1.4546, 0.2622, -0.0347], [-0.1669, 0.6784, 0.5589], [-0.1379, 1.9008, -0.2566], [0.3512, -2.5501, -0.7088], [-0.0146, -2.1072, 0.9543], [-2.1646, 1.1521, 0.0784], [0.9697, 2.0114, -0.3177]],
  "atomic_forces_ev_per_a": [[-0.1, -0.4, -0.4], [0.6, 1.6, 0.3], [-2.9, -1.3, 0.8], [-0.5, -4.0, 2.0], [0.3, 4.7, -1.5], [1.8, -5.2, 3.1], [-0.8, 0.7, -3.5], [6.4, 1.1, 0.5], [-1.2, 3.4, 0.8], [0.3, 1.4, -1.5], [0.3, -2.2, -0.6], [-4.3, 0.1, 0.1]]
}

=====

{
  "formula": "C4H4MnO",
  "method": "ωB97M-V/def2-TZVPD",
  "total_charge": 1,
  "e_lumo_ev": [-5.344, -5.491],
  "spin_multiplicity": 7,
  "fmax_ev_per_a": 3.869,
  "molar_mass_g_mol": 123.0,
  "homo_energy_ev": [-12.27, -12.47],
  "elements": ["H", "C", "C", "C", "C", "O", "Mn", "H", "H", "H"],
  "coordinates": [[-0.2028, 0.9340, 1.0355], [-0.9200, 1.6736, -0.2292], [-0.3080, 0.5470, -0.8306], [0.4014, -0.1281, 0.2035], [0.6286, -1.3327, 0.5865], [0.8333, -2.4681, 0.8642], [1.9982, -4.0621, 0.7514], [-1.9413, 1.5314, 0.1334], [-0.7261, 2.6201, -0.7455], [0.2366, 0.6849, -1.7692]],
  "atomic_forces_ev_per_a": [[-0.1, -0.2, -1.4], [-0.3, -0.1, -0.8], [2.7, 2.6, 0.8], [-1.5, -2.7, 1.7], [-0.5, 2.1, -2.0], [0.1, -0.2, 1.1], [0.6, -0.9, 0.0], [0.3, 0.1, 0.8], [-0.7, -0.1, 0.1], [-0.7, -0.6, -0.4]]
}